(1)
{
  "formula": "C25H28BrF5N9OSY",
  "method": "ωB97M-V/def2-TZVPD",
  "symbols": ["Y", "C", "C", "N", "C", "C", "C", "C", "C", "C", "C", "N", "C", "C", "N", "N", "H", "H", "H", "H", "H", "H", "H", "H", "H", "H", "H", "H", "H", "H", "H", "H", "H", "H", "C", "C", "N", "N", "C", "S", "N", "N", "H", "H", "H", "H", "H", "H", "Br", "C", "C", "C", "C", "N", "C", "H", "H", "H", "H", "F", "C", "C", "F", "C", "F", "C", "O", "C", "F", "C", "F"],
  "xyz": [[-0.11942, -0.11402, 0.00380], [1.59560, 1.40645, 2.38807], [2.53723, 1.77506, 1.24960], [2.11802, 1.15012, -0.03393], [2.05218, 2.09654, -1.16910], [0.74742, 2.85308, -1.20840], [0.69938, 4.19339, -1.55368], [-0.52994, 4.83321, -1.57910], [-1.66824, 4.13543, -1.20672], [-1.54508, 2.80419, -0.84901], [-2.71809, 1.99201, -0.35722], [-2.28747, 1.08531, 0.72930], [-2.15512, 1.79132, 2.04160], [-0.89179, 1.42346, 2.80789], [0.23112, 1.56633, 1.87607], [-0.36280, 2.17025, -0.88597], [1.79527, 2.04062, 3.25712], [1.73241, 0.37066, 2.70522], [3.56355, 1.49914, 1.49382], [2.53736, 2.86039, 1.11838], [2.78811, 0.43595, -0.29448], [2.15667, 1.51721, -2.08719], [2.87786, 2.81169, -1.13492], [1.61197, 4.72198, -1.79287], [-0.59553, 5.87706, -1.85615], [-2.63530, 4.61817, -1.17102], [-3.11371, 1.38167, -1.16894], [-3.52109, 2.66008, -0.03620], [-2.98983, 0.36042, 0.83329], [-3.04264, 1.62238, 2.65200], [-2.13136, 2.86474, 1.83265], [-0.91771, 0.39687, 3.17824], [-0.79710, 2.07547, 3.68187], [0.16557, 2.49318, 1.46318], [-0.96115, -5.81423, -1.35859], [-1.29608, -5.06124, -0.12764], [-1.70669, -5.56269, 0.99372], [-1.86624, -4.48154, 1.81810], [-1.58581, -3.32396, 1.23674], [-1.69170, -1.74769, 1.86636], [-1.19798, -3.68572, -0.01216], [-0.80047, -2.74554, -0.95831], [-1.15532, -6.86896, -1.18301], [0.09078, -5.69379, -1.62223], [-1.57283, -5.48016, -2.19746], [-2.20324, -4.61142, 2.75983], [0.09347, -3.02145, -1.35386], [-1.49526, -2.68437, -1.69773], [4.74245, -3.60198, -1.10652], [3.54908, -3.08850, 0.23393], [3.66405, -3.57324, 1.52775], [2.73999, -3.15041, 2.46913], [1.74188, -2.27188, 2.08932], [1.62845, -1.79644, 0.84082], [2.52746, -2.20368, -0.07102], [4.45480, -4.26397, 1.78812], [2.78746, -3.50001, 3.49091], [0.99099, -1.94625, 2.79833], [2.41000, -1.80698, -1.07300], [-1.42360, 0.53435, -6.76517], [-0.88133, 0.25922, -5.58851], [0.49311, 0.10970, -5.46780], [1.25902, 0.24668, -6.53784], [1.07375, -0.17729, -4.23955], [2.40107, -0.29746, -4.15378], [0.29576, -0.32064, -3.09694], [0.79070, -0.54575, -1.87925], [-1.07447, -0.16772, -3.26060], [-1.85003, -0.29482, -2.12881], [-1.68158, 0.12217, -4.46468], [-2.99947, 0.26612, -4.54000]],
  "forces_ev_per_a": [[-0.1, -0.1, 0.5], [-0.1, 0.0, 0.0], [0.1, 0.0, -0.1], [-0.1, 0.0, 0.0], [0.1, 0.0, 0.0], [0.0, 0.0, 0.0], [0.0, -0.1, 0.0], [0.0, 0.1, 0.0], [0.0, 0.0, 0.0], [0.1, 0.0, 0.0], [0.0, 0.0, 0.1], [0.1, 0.1, 0.0], [-0.2, 0.1, -0.1], [0.0, 0.0, 0.0], [-0.1, -0.2, 0.0], [0.0, 0.0, 0.0], [0.0, 0.0, 0.0], [0.0, 0.0, 0.0], [0.0, 0.0, 0.0], [-0.1, 0.0, 0.0], [0.0, 0.0, 0.0], [0.0, 0.0, 0.0], [0.0, 0.0, 0.0], [0.0, 0.0, 0.0], [0.0, 0.0, 0.0], [0.0, 0.0, 0.0], [0.0, 0.0, 0.0], [0.0, 0.0, 0.0], [0.0, 0.0, 0.0], [0.0, 0.0, 0.0], [0.0, 0.0, 0.0], [0.0, 0.0, 0.0], [0.0, 0.0, 0.0], [0.0, 0.0, 0.0], [0.0, 0.0, 0.0], [0.0, -0.2, 0.0], [0.1, 0.2, 0.0], [-0.1, -0.1, 0.0], [0.2, 0.3, 0.1], [0.0, -0.3, -0.1], [0.0, 0.2, 0.0], [0.0, 0.1, 0.1], [0.0, 0.0, 0.0], [0.0, 0.0, 0.0], [0.0, 0.0, 0.0], [0.0, 0.0, 0.0], [0.0, 0.1, 0.0], [0.0, 0.0, 0.0], [0.1, -0.1, -0.1], [-0.1, 0.1, 0.1], [0.0, 0.0, 0.0], [0.0, 0.0, 0.0], [-0.1, 0.0, 0.0], [0.1, 0.0, 0.0], [-0.1, 0.0, 0.1], [0.0, 0.0, 0.0], [0.0, 0.0, 0.0], [0.0, 0.0, 0.0], [0.0, 0.0, 0.0], [0.0, 0.0, 0.0], [-0.1, 0.0, 0.0], [0.1, 0.0, 0.0], [0.0, 0.0, 0.0], [0.0, 0.0, -0.2], [0.0, 0.0, 0.1], [0.0, 0.0, 0.5], [0.1, -0.1, -0.7], [-0.2, 0.0, -0.2], [0.1, 0.0, 0.1], [0.1, 0.0, 0.0], [0.0, 0.0, 0.0]],
  "e_above_lowest_kj_mol": 33.9,
  "energy_ha": -5047.06705,
  "homo_lumo_gap_ev": 8.305,
  "homo_ha": -0.4978,
  "e_lumo_ev": -5.24,
  "charge": 2
}

***

(2)
{
  "formula": "C6H5N5O4",
  "method": "ωB97M-V/def2-TZVPD",
  "symbols": ["C", "C", "O", "O", "N", "C", "O", "N", "C", "O", "C", "N", "N", "N", "C", "H", "H", "H", "H", "H"],
  "xyz": [[-2.78483, 1.05337, -2.34824], [-1.62030, 0.97990, -1.36512], [-0.90500, 1.94850, -1.26226], [-1.49194, -0.15827, -0.62959], [-0.37295, -0.15812, 0.28498], [-0.43040, 0.46421, 1.51995], [-1.42622, 0.99306, 1.93243], [0.64237, 0.38876, 2.38842], [1.80235, -0.26151, 2.04929], [2.70152, -0.37282, 2.89475], [1.86411, -0.89704, 0.76935], [2.78553, -1.63898, 0.06940], [2.27843, -2.04239, -1.11541], [1.08300, -1.55479, -1.19976], [0.80077, -0.81963, -0.05640], [-3.20379, 2.06685, -2.34168], [-2.41115, 0.79462, -3.36140], [-3.56169, 0.38423, -2.01016], [0.51922, 0.65851, 3.38180], [3.73097, -1.82847, 0.39967]],
  "forces_ev_per_a": [[0.3, -0.9, 0.4], [0.6, 3.3, -0.8], [0.0, -1.4, 0.5], [1.2, -0.7, 1.6], [0.4, -0.3, -1.3], [-2.3, 0.7, 1.1], [-0.9, 0.5, -0.4], [0.8, -0.8, -1.3], [2.9, -0.7, 3.3], [-0.8, 0.2, -1.1], [-0.3, 0.3, -1.0], [-0.1, 0.2, 0.7], [0.0, 1.0, 1.5], [-0.8, 0.5, 0.2], [-0.3, -1.2, -2.1], [0.5, -0.2, 0.0], [-0.3, 0.1, 0.7], [-0.3, -0.4, -0.3], [0.0, -0.1, -1.2], [-0.4, -0.2, -0.5]],
  "smiles": "CC(=O)On1c(=O)[nH]c(=O)c2[nH]nnc21",
  "energy_ha": -806.34091,
  "homo_lumo_gap_ev": 9.661,
  "homo_ha": -0.3605,
  "e_lumo_ev": -0.15,
  "charge": 0
}

***

(3)
{
  "formula": "C5H11NO",
  "method": "ωB97M-V/def2-TZVPD",
  "symbols": ["C", "C", "C", "N", "C", "C", "H", "H", "H", "H", "H", "H", "H", "H", "H", "O", "H", "H"],
  "xyz": [[-1.49804, -2.30795, -0.53615], [-1.04563, -1.15589, -0.03589], [0.05668, -0.40293, -0.69276], [0.25678, -0.66428, -2.04247], [0.81356, 0.41345, 0.06016], [1.84505, 1.33845, -0.49754], [-0.80724, -3.07360, -0.88232], [-2.33320, -2.81241, -0.05479], [-1.60726, -0.61505, 0.71349], [1.18200, -0.40798, -2.34441], [-0.11277, -1.55250, -2.33322], [0.50217, 0.41659, 1.09748], [1.35568, 2.09669, -1.12021], [2.61188, 0.80502, -1.05996], [2.31883, 1.97610, 0.24438], [-1.23410, 2.31732, 3.35212], [-1.73503, 1.50084, 3.44843], [-0.56937, 2.12813, 2.68364]],
  "forces_ev_per_a": [[0.3, -1.3, 2.2], [-0.2, 0.4, -1.5], [0.4, -0.7, 1.0], [0.0, 0.6, 0.5], [-0.8, 0.1, -0.2], [-0.2, 0.5, 0.2], [0.0, 0.5, -1.3], [-0.2, 0.4, -0.1], [-0.1, 0.1, 0.0], [0.0, -0.3, -0.4], [0.2, 0.0, -0.3], [0.3, 0.4, 0.1], [0.1, -0.3, -0.5], [0.1, 0.2, -0.1], [0.3, -0.4, 0.4], [0.0, 0.0, 0.0], [0.0, 0.0, 0.0], [0.0, 0.0, 0.0]],
  "smiles": "C=C/C(N)=C/C.O",
  "e_above_lowest_kj_mol": 226.9,
  "energy_ha": -327.04492,
  "homo_lumo_gap_ev": 8.753,
  "homo_ha": -0.2952,
  "e_lumo_ev": 0.72,
  "charge": 0
}

***

(4)
{
  "formula": "C28H38AuN8O3SSi",
  "method": "ωB97M-V/def2-TZVPD",
  "symbols": ["Au", "N", "C", "N", "C", "N", "N", "C", "C", "C", "C", "C", "C", "N", "C", "C", "C", "C", "C", "C", "H", "H", "H", "H", "H", "H", "H", "H", "H", "H", "H", "N", "C", "N", "C", "N", "C", "C", "C", "C", "O", "Si", "S", "O", "C", "C", "C", "C", "O", "C", "C", "C", "C", "H", "H", "H", "H", "H", "H", "H", "H", "H", "H", "H", "H", "H", "H", "H", "H", "H", "H", "H", "H", "H", "H", "H", "H", "H", "H", "H"],
  "xyz": [[0.48961, -1.76379, 1.09160], [-3.09446, -1.63359, -2.25621], [-1.99383, -1.40031, -1.52776], [-1.62301, -2.08675, -0.49991], [-2.39644, -3.14951, -0.08623], [-2.11661, -3.86437, 0.95563], [-0.96772, -3.48500, 1.63927], [-0.75340, -4.19623, 2.67293], [0.41195, -3.95598, 3.54224], [0.60671, -4.73589, 4.67052], [1.71409, -4.47874, 5.47063], [2.57844, -3.46386, 5.10546], [2.30097, -2.74349, 3.94924], [1.24241, -2.97382, 3.18587], [-3.60301, -3.49272, -0.85284], [-4.42778, -4.57273, -0.52361], [-5.55015, -4.84177, -1.27401], [-5.87165, -4.03490, -2.36924], [-5.07293, -2.96609, -2.71227], [-3.93812, -2.70264, -1.94824], [-3.30440, -1.03701, -3.04012], [-1.37763, -0.56482, -1.84269], [-1.43629, -4.99967, 2.93330], [-0.09364, -5.52234, 4.91731], [1.89181, -5.06497, 6.36201], [3.45105, -3.21172, 5.69135], [2.96691, -1.95067, 3.63332], [-4.16061, -5.18147, 0.32830], [-6.18595, -5.67774, -1.01791], [-6.75495, -4.25045, -2.95519], [-5.31632, -2.33852, -3.56070], [4.72046, -0.59470, 5.28515], [4.48018, 0.02269, 4.34345], [4.25913, 0.73747, 3.24026], [3.28293, 0.66217, 2.49749], [2.31915, 0.74532, 1.79034], [2.70623, 5.01787, -1.25665], [2.76463, 3.87789, -0.25444], [2.07244, 4.25559, 1.04331], [4.19836, 3.43724, -0.01037], [2.09210, 2.75515, -0.89394], [0.92496, 1.69067, -0.66694], [1.86494, -0.04745, 0.34374], [0.43741, 1.01932, -2.05117], [1.10384, 0.75754, -3.32793], [0.42637, -0.46486, -3.92153], [0.88090, 1.98840, -4.19046], [2.58594, 0.48990, -3.11969], [-0.24948, 2.19332, 0.28064], [-1.66765, 2.44148, 0.40757], [-1.80885, 3.73455, 1.19329], [-2.25441, 1.26865, 1.17622], [-2.28745, 2.58446, -0.97341], [3.28539, 5.86737, -0.89318], [1.67669, 5.34400, -1.41015], [3.12171, 4.70302, -2.21414], [2.60951, 5.08035, 1.51293], [2.05496, 3.41816, 1.74151], [1.04727, 4.57254, 0.86195], [4.76847, 4.24407, 0.45059], [4.68106, 3.16652, -0.94982], [4.23111, 2.57542, 0.65695], [-0.63366, -0.27242, -4.09421], [0.53160, -1.32846, -3.26215], [0.87835, -0.71129, -4.88243], [-0.18591, 2.17663, -4.31801], [1.32856, 1.85088, -5.17526], [1.33675, 2.86399, -3.72593], [2.74216, -0.38675, -2.48718], [3.08554, 1.34493, -2.66725], [3.05337, 0.29003, -4.08419], [-1.32174, 3.64354, 2.16424], [-2.86252, 3.96490, 1.35433], [-1.35749, 4.56375, 0.64809], [-1.78718, 1.19212, 2.15860], [-2.08042, 0.33181, 0.64503], [-3.32885, 1.39854, 1.31245], [-1.87658, 3.45063, -1.49516], [-3.36518, 2.72280, -0.87974], [-2.10012, 1.70179, -1.58488]],
  "forces_ev_per_a": [[-0.2, 0.1, -0.1], [0.0, 0.0, 0.0], [0.0, 0.0, 0.0], [0.0, 0.0, -0.1], [-0.1, -0.1, 0.0], [0.3, 0.2, 0.0], [-0.2, -0.1, -0.1], [0.3, 0.1, 0.2], [-0.2, -0.1, -0.2], [0.1, 0.1, 0.1], [-0.1, 0.0, 0.0], [0.0, 0.0, 0.0], [0.0, 0.0, 0.0], [0.1, 0.0, 0.1], [0.1, 0.0, 0.1], [0.0, 0.0, 0.0], [0.0, 0.0, 0.0], [0.0, 0.0, 0.0], [0.0, 0.0, 0.0], [0.0, 0.1, -0.1], [0.0, 0.0, 0.0], [0.0, 0.0, 0.0], [-0.1, 0.0, -0.1], [0.0, 0.0, 0.0], [0.0, 0.0, 0.0], [0.0, 0.0, 0.0], [0.0, 0.0, 0.0], [0.0, 0.0, 0.0], [0.0, 0.0, 0.0], [0.0, 0.0, 0.0], [0.0, 0.0, 0.0], [0.0, 0.0, 0.0], [0.0, -0.1, 0.0], [0.1, 0.1, 0.0], [-0.1, -0.1, 0.0], [0.0, 0.2, 0.0], [0.0, 0.0, 0.0], [0.0, 0.0, 0.0], [0.0, 0.0, 0.0], [0.0, 0.0, 0.0], [0.1, 0.0, 0.0], [-0.3, 0.3, 0.0], [0.2, -0.3, 0.2], [0.0, -0.3, 0.0], [0.0, 0.2, 0.0], [0.0, 0.0, 0.0], [0.0, 0.0, 0.0], [0.0, -0.1, 0.0], [0.1, 0.0, 0.0], [0.0, -0.1, 0.0], [0.0, 0.0, 0.0], [0.0, 0.0, 0.0], [0.0, 0.0, 0.0], [0.0, 0.0, 0.0], [0.0, 0.0, 0.0], [0.0, 0.0, 0.0], [0.0, 0.0, 0.0], [0.0, 0.0, 0.0], [0.0, 0.0, 0.0], [0.0, 0.0, 0.0], [0.0, 0.0, 0.0], [0.0, 0.0, 0.0], [0.0, 0.0, 0.0], [0.0, 0.0, 0.0], [0.0, 0.0, 0.0], [0.0, 0.0, 0.0], [0.0, 0.0, 0.0], [0.0, 0.0, 0.0], [0.0, 0.0, 0.0], [0.0, 0.0, 0.0], [0.0, 0.0, 0.0], [0.0, 0.0, 0.0], [0.0, 0.0, 0.0], [0.0, 0.0, 0.0], [0.0, 0.0, 0.0], [0.0, 0.0, 0.0], [0.0, 0.0, 0.0], [0.0, 0.0, 0.0], [0.0, 0.0, 0.0], [0.0, 0.0, 0.0]],
  "e_above_lowest_kj_mol": 2.7,
  "energy_ha": -2576.84754,
  "homo_lumo_gap_ev": 7.753,
  "homo_ha": -0.3972,
  "e_lumo_ev": -3.06,
  "charge": 1
}

***

(5)
{
  "formula": "C18H21N3O3",
  "method": "ωB97M-V/def2-TZVPD",
  "symbols": ["C", "O", "C", "C", "C", "C", "C", "C", "N", "C", "C", "N", "C", "C", "C", "C", "N", "O", "C", "C", "C", "C", "C", "O", "H", "H", "H", "H", "H", "H", "H", "H", "H", "H", "H", "H", "H", "H", "H", "H", "H", "H", "H", "H", "H"],
  "xyz": [[3.02793, -3.11867, 3.07098], [1.91011, -3.68224, 2.36913], [1.05495, -2.85131, 1.68160], [-0.13890, -3.39818, 1.20985], [-1.09957, -2.62191, 0.50620], [-0.87979, -1.25867, 0.24258], [0.35433, -0.73165, 0.70684], [1.23593, -1.51563, 1.43066], [0.67042, 0.61359, 0.46417], [1.99920, 0.96613, 0.00152], [1.97946, 2.10063, -1.08736], [1.24786, 3.30675, -0.59888], [2.00063, 4.19572, 0.29943], [-0.17859, 2.91862, -0.25217], [-0.20198, 1.75382, 0.79734], [-1.64149, 1.28195, 1.06873], [-2.28415, 0.70489, -0.13552], [-3.19548, 1.42910, -0.65253], [-1.93597, -0.49181, -0.57654], [-2.52259, -1.09921, -1.80453], [-3.05255, -0.41186, -2.90587], [-3.36848, -1.38709, -3.97829], [-3.06950, -2.60658, -3.48443], [-2.53430, -2.45822, -2.19696], [2.81462, -2.17148, 3.58645], [3.31705, -3.85316, 3.82030], [3.87703, -2.91987, 2.37356], [-0.34015, -4.46684, 1.39303], [-1.99626, -3.14546, 0.16837], [2.12578, -0.96821, 1.81430], [2.39810, 0.03374, -0.48052], [2.65535, 1.30128, 0.80900], [3.01571, 2.34522, -1.34739], [1.48242, 1.76195, -1.99934], [2.34298, 3.68833, 1.23170], [2.85514, 4.63022, -0.22260], [1.37717, 5.00118, 0.63385], [-0.71490, 3.78001, 0.15054], [-0.69265, 2.52045, -1.16457], [0.24952, 2.19452, 1.70322], [-1.68356, 0.55915, 1.89698], [-2.20477, 2.12873, 1.41697], [-3.18203, 0.67239, -2.99512], [-3.77813, -1.17773, -4.96606], [-3.29590, -3.55256, -3.99863]],
  "forces_ev_per_a": [[0.3, 0.3, -0.7], [-0.2, 0.8, 0.1], [-0.6, -0.7, 0.0], [-1.0, -0.5, -0.5], [1.1, -0.6, 0.7], [-0.6, -0.5, -0.6], [-1.6, 0.8, -0.4], [2.0, 1.3, 0.6], [-0.2, 0.8, -1.0], [0.1, -0.4, -1.4], [-0.6, 0.3, 1.3], [-0.7, -0.6, -0.6], [-0.3, -1.4, 0.3], [1.6, -1.2, -0.3], [0.1, -0.1, 0.1], [1.1, -0.4, 0.7], [-0.5, -0.4, -0.4], [0.2, 0.1, -0.3], [1.4, -1.5, 1.0], [-1.3, 0.9, -3.2], [0.2, -0.6, -0.1], [0.3, 1.1, 1.4], [0.1, 1.5, 0.8], [0.1, -0.5, 0.5], [-0.3, -0.3, -0.2], [0.0, 0.0, -0.2], [-0.6, -0.3, 0.4], [0.1, 0.7, -0.1], [0.2, 0.4, 0.0], [-0.6, -0.6, -0.3], [0.1, 0.9, 0.6], [0.2, -0.1, 0.2], [-0.2, 0.2, 0.1], [-0.1, -0.1, 0.1], [0.1, 0.2, -0.4], [0.0, -0.2, 0.0], [-0.5, 0.5, 0.0], [0.1, -0.1, -0.1], [0.5, 0.7, 0.5], [-0.6, 0.0, 0.3], [0.2, 0.0, -0.4], [-0.6, 0.3, -0.4], [0.1, -0.7, 0.3], [0.1, 0.0, 0.5], [0.7, 0.2, 1.2]],
  "smiles": "COc1ccc2c(c1)N1CCN(C)C[C@H]1C[N+]([O-])=C2c1ccco1",
  "e_above_lowest_kj_mol": 613.5,
  "energy_ha": -1088.33411,
  "homo_lumo_gap_ev": 7.960,
  "homo_ha": -0.2783,
  "e_lumo_ev": 0.39,
  "charge": 0
}